(1)
{"formula": "C5H12N2", "method": "ωB97M-V/def2-TZVPD", "species": ["C", "N", "C", "C", "C", "C", "N", "H", "H", "H", "H", "H", "H", "H", "H", "H", "H", "H", "H"], "positions_angstrom": [[2.0258, -1.3467, -2.1525], [0.9520, -0.5982, -1.4842], [-0.4193, -0.9994, -1.2383], [-0.8453, -0.4401, -0.1042], [-0.5574, 0.9456, 0.2729], [-1.2450, 1.2476, 1.6361], [-0.5517, 0.8032, 2.8480], [2.6744, -0.5253, -2.6624], [2.7442, -1.8407, -1.4069], [1.8917, -2.0546, -2.9436], [0.9640, 0.3152, -1.7173], [-0.8337, -1.8584, -1.8362], [-1.4437, -1.1750, 0.5158], [-1.1413, 1.7545, -0.2969], [0.5223, 0.9797, 0.3661], [-1.5581, 2.3477, 1.7581], [-2.2167, 0.5150, 1.5406], [-1.2376, 0.5332, 3.6854], [0.2754, 1.3969, 3.2197]], "atomic_forces_ev_per_a": [[2.38, 2.03, 0.62], [-0.18, -3.04, -1.40], [2.63, -1.25, 0.30], [-3.21, -2.61, -0.55], [-1.05, 1.10, 2.31], [-2.11, -0.71, 0.93], [0.05, -0.42, 2.76], [-0.89, -1.39, 0.86], [-1.19, 0.56, -0.76], [-1.09, -0.53, -0.42], [0.50, 3.47, -1.00], [0.57, 0.57, 1.34], [-0.46, 1.71, -0.68], [1.61, -1.39, -0.37], [0.37, 1.12, -0.29], [0.24, -1.48, -0.61], [1.91, 2.31, 0.61], [2.18, 1.13, -2.60], [-2.27, -1.17, -1.04]], "e_homo_ev": -7.47, "orbital_gap_ev": 8.576, "e_tot_ha": -307.06875, "lumo_ev": 1.11, "smiles": "CN/C=C\\CCN"}

(2)
{"formula": "C5H9NO2", "method": "ωB97M-V/def2-TZVPD", "species": ["C", "C", "O", "N", "C", "C", "C", "O", "H", "H", "H", "H", "H", "H", "H", "H", "H"], "positions_angstrom": [[0.7107, -1.9504, -0.4644], [0.9655, -0.5123, -0.0939], [1.9919, 0.0843, -0.3432], [0.0149, 0.1034, 0.8678], [0.4050, 1.3665, 1.4627], [-1.2246, -0.0005, 0.2219], [-1.4927, 0.4601, -1.0149], [-0.7191, 1.2852, -1.7502], [1.2548, -2.5944, 0.2292], [-0.3497, -2.1988, -0.4397], [1.1125, -2.1377, -1.4755], [-0.4579, 1.8514, 1.9341], [0.8607, 2.0649, 0.7568], [1.1723, 1.1603, 2.2176], [-1.9664, -0.5914, 0.7395], [-2.4458, 0.2710, -1.4775], [0.1679, 1.3386, -1.3704]], "atomic_forces_ev_per_a": [[-0.13, 0.03, -0.81], [0.57, 1.22, 2.80], [-0.32, -0.34, -0.48], [1.57, -1.35, -2.21], [0.47, 0.20, 0.33], [-1.74, 0.09, -0.61], [-0.12, 0.26, 1.27], [0.25, -0.25, -0.28], [0.01, 0.18, 0.06], [0.21, -0.06, 0.04], [-0.20, 0.11, 0.45], [0.16, -0.30, -0.14], [-0.11, 0.03, -0.15], [-0.20, 0.13, -0.04], [-0.34, -0.02, -0.16], [-0.18, -0.03, -0.10], [0.09, 0.11, 0.01]], "e_homo_ev": -9.10, "orbital_gap_ev": 9.954, "e_tot_ha": -401.11763, "lumo_ev": 0.86, "smiles": "CC(=O)N(C)/C=C\\O"}

(3)
{"formula": "C8H10OS", "method": "ωB97M-V/def2-TZVPD", "species": ["C", "C", "C", "C", "C", "C", "C", "C", "O", "S", "H", "H", "H", "H", "H", "H", "H", "H", "H", "H"], "positions_angstrom": [[-1.6488, -0.9080, -2.2606], [-0.7895, -0.2670, -3.1262], [-1.0880, -0.9474, -0.9429], [0.0398, -0.2047, -0.8580], [0.1142, -0.4474, 0.6328], [1.2780, -1.3557, 1.1162], [0.5749, 2.0031, 1.4027], [-0.2610, 0.7231, 1.5208], [-1.2398, -1.2528, 0.4007], [0.4380, 0.6901, -2.3539], [-2.3796, -1.6099, -2.5800], [-0.9454, -0.0635, -4.1234], [2.1892, -0.8478, 0.7681], [1.3272, -2.3209, 0.5270], [1.3614, -1.5475, 2.2157], [1.6345, 1.9705, 1.6322], [0.2337, 2.8211, 2.0736], [0.4874, 2.2913, 0.2419], [-1.2222, 0.9807, 1.2111], [-0.1038, 0.2925, 2.5021]], "atomic_forces_ev_per_a": [[0.92, -1.44, 0.04], [-0.68, 0.89, 2.47], [1.40, 1.90, -0.55], [0.45, 0.83, -0.86], [-0.25, -0.60, -0.27], [-0.02, -0.33, -0.91], [-0.13, 0.83, -2.58], [2.62, -0.51, 0.52], [0.88, -0.28, 0.08], [-0.24, -1.95, 1.58], [-0.85, -0.04, -0.44], [-0.40, 0.06, -2.05], [-0.08, 0.10, 0.40], [-0.48, 0.96, 0.81], [-0.40, 0.24, -0.97], [0.26, -0.69, -0.07], [-0.38, -0.53, -0.74], [0.25, -0.01, 2.62], [-1.89, 0.25, 0.26], [-0.97, 0.30, 0.66]], "e_homo_ev": -8.23, "orbital_gap_ev": 8.999, "e_tot_ha": -784.14813, "lumo_ev": 0.77}

(4)
{"formula": "C4H8", "method": "ωB97M-V/def2-TZVPD", "species": ["C", "C", "H", "H", "H", "H", "C", "C", "H", "H", "H", "H"], "positions_angstrom": [[-2.4740, -0.2430, -1.4739], [-3.4112, -0.5671, -2.4690], [-1.5066, 0.1579, -1.7488], [-2.7649, -0.3897, -0.4400], [-3.3171, -0.2522, -3.5008], [-4.2782, -1.1449, -2.1719], [2.5624, 0.8630, 2.2765], [3.3148, -0.0352, 1.6675], [3.0254, 1.4685, 3.0493], [1.5298, 1.1141, 2.0803], [4.3244, -0.2742, 1.9694], [2.8826, -0.7386, 0.9598]], "atomic_forces_ev_per_a": [[-0.21, 0.06, -0.33], [-0.17, -0.08, 0.25], [0.16, -0.04, 0.18], [0.24, 0.12, 0.13], [0.08, 0.08, -0.04], [-0.10, -0.13, -0.18], [0.73, 0.65, 0.51], [-0.76, -0.95, -0.04], [-0.11, 0.07, 0.01], [-0.07, -0.34, -0.28], [0.11, 0.34, 0.01], [0.09, 0.23, -0.21]], "e_homo_ev": [-12.29, -12.29], "orbital_gap_ev": [5.540, 1.937], "e_tot_ha": -156.75072, "lumo_ev": [-6.75, -10.35], "spin_multiplicity": 2, "charge": 1}

(5)
{"formula": "CH8NO", "method": "ωB97M-V/def2-TZVPD", "species": ["C", "N", "H", "H", "H", "H", "H", "H", "O", "H", "H"], "positions_angstrom": [[0.1746, 1.3570, -0.9350], [0.4405, 0.0027, -0.6650], [0.7748, 1.5529, -1.8395], [0.5710, 1.9721, -0.1097], [-0.8672, 1.6612, -1.1315], [0.0531, -0.5377, -1.4646], [-0.0181, -0.3302, 0.2070], [1.4583, -0.1999, -0.5965], [-0.6991, -1.5018, 2.0073], [-1.3808, -1.5293, 2.7165], [-0.5072, -2.4468, 1.8110]], "atomic_forces_ev_per_a": [[0.84, 3.87, -0.80], [-0.51, -3.38, 0.38], [-0.43, 0.56, 0.34], [-0.24, -0.16, -0.44], [0.37, -0.81, 0.25], [0.43, -0.17, 0.78], [0.15, -0.20, -0.14], [-0.76, 0.16, -0.02], [-0.28, -0.86, 0.01], [0.68, 0.10, -0.72], [-0.25, 0.89, 0.37]], "e_homo_ev": -15.87, "orbital_gap_ev": 12.015, "e_tot_ha": -172.63221, "lumo_ev": -3.85, "charge": 1}

(6)
{"formula": "C3H7NO", "method": "ωB97M-V/def2-TZVPD", "species": ["C", "N", "C", "C", "O", "H", "H", "H", "H", "H", "H", "H"], "positions_angstrom": [[0.8123, 0.3388, 0.8040], [0.6798, 0.5130, -0.9135], [-2.3289, -0.0260, -0.8242], [1.4851, -0.4376, -0.4387], [0.0841, -0.2581, 1.5383], [1.4043, 1.1285, 1.2730], [-1.8305, -0.1392, 0.1395], [-1.7207, 0.7759, -1.2517], [-2.1180, -0.9204, -1.4063], [2.5306, -0.1362, -0.5623], [-3.4076, 0.0796, -0.8775], [1.1672, -1.4758, -0.6001]], "atomic_forces_ev_per_a": [[1.27, 1.41, 2.61], [-0.63, -0.76, 1.04], [0.96, -0.20, -0.43], [-0.74, 0.30, -3.70], [-1.00, -0.52, -0.91], [0.39, 0.31, -0.80], [-0.95, -0.28, 0.23], [-0.76, 0.06, -0.37], [0.26, -0.13, -0.05], [0.57, -0.44, 1.51], [0.04, 0.50, 0.54], [0.59, -0.26, 0.32]], "e_homo_ev": -8.87, "orbital_gap_ev": 6.915, "e_tot_ha": -248.29298, "lumo_ev": -1.96}

(7)
{"formula": "C52H65Cl3N4O3SiTi", "method": "ωB97M-V/def2-TZVPD", "species": ["Ti", "C", "Si", "C", "N", "C", "C", "C", "C", "C", "C", "C", "C", "C", "C", "C", "C", "C", "C", "C", "C", "C", "H", "H", "H", "H", "H", "H", "H", "H", "H", "H", "H", "H", "H", "H", "H", "H", "H", "H", "H", "H", "H", "H", "H", "H", "C", "C", "C", "C", "C", "C", "C", "C", "N", "C", "C", "C", "C", "N", "C", "C", "C", "C", "C", "C", "C", "C", "H", "H", "H", "H", "H", "H", "H", "H", "H", "H", "H", "H", "H", "H", "H", "H", "H", "H", "H", "H", "H", "H", "H", "H", "Cl", "C", "C", "C", "Cl", "C", "O", "C", "Cl", "C", "H", "H", "C", "N", "C", "C", "C", "O", "H", "H", "H", "H", "H", "H", "H", "H", "H", "C", "C", "C", "O", "H", "H", "H", "H", "H", "H"], "positions_angstrom": [[0.0797, 0.1861, -0.0040], [2.1167, 0.4167, -0.2880], [2.6594, 2.1245, 0.2940], [1.4334, 2.5567, 1.6631], [-0.0036, 2.3323, 1.3362], [-0.5176, 3.4263, 0.4500], [-1.0918, 4.6507, 1.1787], [-0.4448, 4.9260, 2.5283], [-0.5451, 3.6706, 3.4095], [-0.8134, 2.4046, 2.5857], [2.7063, 3.3503, -1.1056], [2.6582, 4.7195, -0.8185], [2.8225, 5.6657, -1.8161], [3.0510, 5.2591, -3.1257], [3.1176, 3.9085, -3.4289], [2.9445, 2.9633, -2.4248], [4.3549, 2.1062, 1.0794], [4.5618, 2.0750, 2.4624], [5.8416, 2.1028, 2.9992], [6.9427, 2.1541, 2.1577], [6.7615, 2.1879, 0.7822], [5.4811, 2.1711, 0.2511], [2.6574, -0.3487, 0.2677], [2.3505, 0.2889, -1.3487], [1.6037, 3.5833, 1.9952], [1.6774, 1.9328, 2.5254], [-1.2974, 3.0086, -0.1807], [0.3038, 3.7186, -0.1966], [-2.1629, 4.5062, 1.3298], [-0.9901, 5.5129, 0.5171], [-0.9393, 5.7686, 3.0100], [0.5960, 5.2282, 2.3959], [-1.3721, 3.7671, 4.1160], [0.3576, 3.5521, 4.0113], [-1.8556, 2.3785, 2.2777], [-0.6359, 1.5306, 3.1996], [2.4987, 5.0566, 0.2011], [2.7810, 6.7196, -1.5752], [3.1862, 5.9976, -3.9046], [3.3106, 3.5887, -4.4451], [3.0045, 1.9117, -2.6871], [3.7199, 2.0567, 3.1449], [5.9805, 2.0957, 4.0723], [7.9406, 2.1824, 2.5742], [7.6184, 2.2418, 0.1241], [5.3572, 2.2269, -0.8246], [-3.2668, 1.3087, -2.9521], [-3.4322, 1.6687, -1.4996], [-4.0299, 2.8815, -1.1680], [-4.3648, 3.1826, 0.1408], [-4.1024, 2.2642, 1.1457], [-3.4740, 1.0578, 0.8610], [-3.2726, 0.0200, 1.9340], [-3.1243, 0.7840, -0.4647], [-2.4864, -0.4793, -0.7263], [-3.2572, -1.4047, -1.1467], [-4.7339, -1.2376, -1.3880], [-2.7851, -2.8171, -1.3929], [-3.3735, -3.5168, -2.5910], [-2.0560, -3.3475, -0.5059], [-1.8065, -4.7513, -0.5094], [-0.8647, -5.3578, -1.3441], [-0.1522, -4.6096, -2.4392], [-0.6061, -6.7157, -1.1697], [-1.2747, -7.4607, -0.2141], [-2.2322, -6.8490, 0.5806], [-2.5086, -5.4954, 0.4489], [-3.5502, -4.8324, 1.3094], [-2.9355, 2.1687, -3.5320], [-4.2315, 1.0033, -3.3649], [-2.5668, 0.4907, -3.1108], [-4.2664, 3.5811, -1.9604], [-4.8501, 4.1207, 0.3746], [-4.4065, 2.4755, 2.1644], [-3.5387, 0.4227, 2.9106], [-2.2416, -0.3419, 1.9770], [-3.8999, -0.8557, 1.7508], [-5.1180, -0.2960, -1.0072], [-5.2734, -2.0587, -0.9123], [-4.9473, -1.2960, -2.4568], [-3.2539, -2.9113, -3.4918], [-4.4427, -3.6839, -2.4538], [-2.9029, -4.4829, -2.7459], [-0.7557, -3.8032, -2.8473], [0.0937, -5.2857, -3.2571], [0.7862, -4.1711, -2.0935], [0.1126, -7.1982, -1.8215], [-1.0670, -8.5159, -0.1035], [-2.7771, -7.4281, 1.3156], [-3.8262, -5.4718, 2.1459], [-4.4596, -4.6276, 0.7389], [-3.1947, -3.8749, 1.6954], [0.8120, 1.4465, -7.1104], [0.4866, 1.4217, -5.4220], [0.5068, 0.2152, -4.7375], [0.2599, 0.2499, -3.3830], [0.1850, -1.2091, -2.4551], [0.0048, 1.4161, -2.6676], [-0.1930, 1.3093, -1.3285], [-0.0517, 2.6036, -3.3954], [-0.4567, 4.1060, -2.6652], [0.1968, 2.6023, -4.7598], [0.7038, -0.7158, -5.2484], [0.1617, 3.5369, -5.3012], [0.0255, -3.7315, 2.2282], [1.1353, -3.7666, 1.2815], [2.0123, -4.9372, 1.3531], [1.3057, -2.8206, 0.3693], [2.5061, -2.9229, -0.5284], [0.4937, -1.8606, 0.2967], [-0.5164, -4.6732, 2.1791], [-0.6516, -2.9239, 1.9683], [0.4142, -3.6068, 3.2416], [1.7304, -5.5151, 2.2284], [3.0569, -4.6468, 1.4518], [1.8894, -5.5714, 0.4748], [3.4153, -2.7536, 0.0534], [2.4496, -2.1813, -1.3161], [2.5885, -3.9156, -0.9673], [2.2644, -0.7651, 3.2417], [0.7944, -0.5512, 3.1183], [-0.0504, -0.7752, 4.3273], [0.2732, -0.2132, 2.0581], [2.6276, -0.3546, 4.1849], [2.8229, -0.3442, 2.4104], [2.4403, -1.8448, 3.2874], [0.0579, 0.0990, 4.9780], [0.3074, -1.6312, 4.8996], [-1.0992, -0.8907, 4.0654]], "atomic_forces_ev_per_a": [[0.80, -0.86, 1.21], [-0.27, -0.12, -0.03], [0.04, 0.14, 0.13], [-0.03, 0.12, -0.05], [-0.05, -0.17, -0.10], [-0.01, 0.07, 0.00], [0.03, 0.00, 0.00], [-0.02, 0.00, -0.01], [0.01, -0.01, -0.02], [0.01, 0.08, 0.02], [-0.03, -0.07, -0.09], [0.02, 0.00, -0.02], [-0.01, 0.00, 0.00], [0.00, -0.01, 0.01], [0.03, 0.01, 0.02], [0.02, 0.06, 0.02], [-0.01, -0.08, 0.04], [0.01, -0.01, -0.04], [-0.02, -0.02, -0.01], [0.01, 0.01, 0.01], [0.00, 0.00, -0.01], [-0.02, -0.04, 0.03], [-0.05, -0.03, 0.00], [-0.04, 0.00, -0.01], [-0.02, -0.02, 0.02], [0.04, -0.05, 0.02], [-0.02, 0.00, 0.00], [-0.03, -0.03, 0.02], [-0.03, -0.01, -0.01], [-0.01, -0.01, -0.01], [0.01, 0.00, 0.01], [-0.01, 0.02, 0.01], [0.01, 0.00, 0.00], [-0.02, -0.01, 0.02], [-0.01, -0.02, -0.01], [0.02, -0.05, 0.02], [0.00, 0.01, 0.01], [0.00, 0.01, 0.00], [0.01, 0.01, -0.01], [0.00, 0.00, -0.01], [0.02, 0.00, 0.00], [-0.02, 0.00, 0.02], [0.00, 0.00, 0.01], [0.01, -0.01, 0.00], [0.01, 0.00, 0.00], [0.01, 0.01, -0.02], [0.03, 0.00, 0.03], [0.02, 0.02, -0.04], [0.02, 0.00, -0.02], [0.04, 0.00, 0.02], [-0.03, 0.03, -0.01], [-0.02, -0.01, 0.00], [0.02, -0.01, -0.02], [0.07, 0.04, 0.12], [0.15, 0.08, 0.24], [0.00, -0.15, -0.09], [-0.03, -0.01, 0.04], [-0.07, 0.03, -0.10], [0.01, 0.00, 0.03], [-0.04, -0.05, 0.11], [0.08, 0.03, 0.04], [0.02, 0.00, -0.02], [0.03, 0.02, 0.03], [-0.03, -0.02, -0.02], [0.01, 0.02, 0.00], [0.03, 0.00, 0.01], [0.04, 0.06, 0.10], [0.01, -0.04, -0.01], [0.03, 0.03, -0.01], [0.00, -0.01, -0.01], [0.04, 0.00, -0.01], [0.00, 0.01, -0.01], [-0.01, 0.00, 0.00], [0.00, 0.00, 0.01], [0.01, 0.01, 0.01], [-0.04, 0.01, -0.01], [-0.01, 0.00, 0.01], [0.01, -0.03, -0.01], [0.00, -0.02, -0.01], [0.00, 0.00, -0.01], [0.01, 0.03, 0.00], [-0.01, 0.01, 0.00], [-0.02, -0.01, 0.00], [0.02, 0.01, -0.02], [0.02, -0.01, 0.01], [-0.03, 0.02, -0.02], [0.01, 0.00, -0.01], [0.00, -0.01, 0.00], [-0.01, -0.01, 0.00], [-0.01, -0.01, 0.00], [0.00, 0.02, 0.00], [0.01, 0.01, 0.01], [0.00, 0.00, -0.02], [0.00, -0.01, 0.04], [0.01, 0.02, -0.03], [-0.03, -0.04, 0.01], [0.02, -0.07, -0.22], [-0.02, -0.05, 0.07], [-0.21, 0.83, -1.19], [-0.08, 0.06, 0.02], [-0.04, -0.04, -0.06], [-0.03, -0.01, -0.01], [0.00, -0.01, -0.01], [0.00, 0.00, -0.01], [-0.06, 0.02, -0.04], [-0.02, -0.01, -0.05], [0.01, -0.03, 0.00], [-0.02, -0.02, 0.12], [0.01, 0.03, 0.03], [-0.21, 0.39, -0.33], [-0.04, -0.06, -0.03], [-0.02, 0.00, -0.03], [-0.01, 0.00, 0.00], [0.01, 0.00, 0.00], [0.00, 0.00, -0.01], [-0.03, 0.00, 0.00], [0.01, 0.01, 0.00], [0.00, 0.00, 0.00], [0.01, 0.00, 0.02], [0.02, 0.07, 0.01], [-0.11, -0.14, -0.07], [0.01, 0.00, 0.01], [0.06, 0.11, 0.23], [0.02, -0.01, 0.00], [-0.01, 0.02, 0.00], [-0.02, -0.01, 0.01], [0.01, 0.00, 0.01], [0.01, 0.00, 0.00], [0.00, 0.00, -0.01]], "e_homo_ev": -12.89, "orbital_gap_ev": 6.999, "e_tot_ha": -4984.43262, "lumo_ev": -5.89, "charge": 2}

(8)
{"formula": "C3H10N4", "method": "ωB97M-V/def2-TZVPD", "species": ["H", "N", "N", "C", "C", "C", "H", "H", "H", "H", "H", "H", "H", "H", "N", "N", "H"], "positions_angstrom": [[1.6270, -0.0382, 0.3254], [1.3361, -0.6925, -0.4585], [0.2340, -0.2504, -0.7851], [-0.4001, 0.9347, -0.1641], [-1.4473, 0.5463, 0.8265], [-0.9187, 1.8874, -1.2670], [0.4917, 1.3599, 0.4466], [-1.6501, 1.3640, 1.5011], [-2.1800, -0.0047, 0.4080], [-0.9088, -0.0283, 1.6160], [-0.4922, 1.5231, -2.3032], [-0.7479, 2.9982, -1.2879], [-1.9514, 1.7554, -1.4023], [2.6613, -1.8117, 1.0037], [1.7158, -2.2297, 0.6530], [1.7826, -3.4991, 0.4996], [0.8480, -3.8143, 0.3881]], "atomic_forces_ev_per_a": [[0.91, -0.52, -0.05], [-1.43, 4.02, -0.35], [-1.15, -1.20, -1.93], [2.84, 1.28, 0.59], [3.90, 0.61, 2.90], [2.11, -0.34, -2.63], [-1.22, 0.16, -0.75], [-1.12, 0.75, -0.59], [-2.88, -1.45, -1.05], [-0.39, -0.62, -0.71], [-0.56, 0.66, 1.97], [0.25, -1.16, 0.85], [-1.58, -0.21, 0.05], [-1.27, -1.25, -1.39], [1.12, -3.85, 2.96], [1.94, 3.42, 0.69], [-1.47, -0.29, -0.56]], "e_homo_ev": -8.57, "orbital_gap_ev": 8.958, "e_tot_ha": -339.13223, "lumo_ev": 0.39, "smiles": "[H]/N=N\\C(C)C.[H]/N=N/[H]"}

Asked for relative energy (zero: lowest compared OMol25 entry of this formula, charge and spin) across the records above, the calculation gives 421.6 155.2 195.3 273.9 46.6 613.1 94.2 513.9 kJ/mol in order.